(1)
This record from the Open Molecules 2025 dataset describes a molecular structure, C10H4BrCoNO5 in a non-equilibrium geometry. The level of theory is ωB97M-V/def2-TZVPD.

* molar mass: 356.981 u
* expectation value of S²: 6.0512
* spin multiplicity: 5
* LUMO energy (alpha / beta): -13.13 / -18.92 eV
* ΔE to the lowest compared entry with this formula, charge and spin: 1.332 eV
* charge: +3

Cartesian coordinates (Å):
O1 -0.331 -0.261 2.973
C1 -0.329 -0.364 1.827
Co1 -0.279 -0.548 -0.205
O2 -1.612 -3.134 -0.600
C2 -1.086 -2.114 -0.430
C3 0.174 0.074 -1.731
O3 0.462 0.491 -2.769
C4 1.427 -0.929 0.048
O4 2.546 -1.169 0.235
C5 -1.585 0.641 -0.229
O5 -2.438 1.424 -0.244
Br1 4.356 3.777 -1.032
C6 2.761 3.419 -0.072
C7 2.225 4.342 0.830
C8 1.049 4.015 1.497
C9 0.445 2.766 1.230
N1 0.972 1.912 0.374
C10 2.094 2.185 -0.279
H1 2.735 5.284 0.988
H2 0.569 4.681 2.217
H3 -0.479 2.499 1.744
H4 2.516 1.467 -0.979

(2)
This record from the Open Molecules 2025 dataset describes a molecular structure, C16H40NO11S2 in a non-equilibrium geometry. The level of theory is ωB97M-V/def2-TZVPD.

* molar mass: 486.626 u
* LUMO energy: 2.05 eV
* ΔE to the lowest compared entry with this formula, charge and spin: 3.965 eV
* charge: -1

Cartesian coordinates (Å):
C1 1.400 2.932 -2.988
C2 0.075 2.384 -3.746
C3 -1.207 2.653 -2.842
C4 -2.493 1.791 -3.242
O1 -2.061 0.451 -3.593
S1 -3.394 -0.538 -3.866
O2 -4.219 0.148 -4.943
O3 -2.968 -1.859 -4.452
N1 -4.410 -0.660 -2.509
S2 -3.666 -1.490 -1.218
O4 -4.673 -2.513 -0.712
O5 -2.411 -2.241 -1.563
C5 -3.353 -0.369 0.229
C6 -1.889 0.272 0.246
C7 -1.475 0.404 1.805
C8 0.014 0.925 2.017
C9 1.041 -0.302 1.960
C10 2.464 0.231 1.390
O6 3.135 -0.921 0.802
C11 3.885 -0.577 -0.335
C12 4.304 -1.792 -1.295
O7 4.282 0.553 -0.635
H1 2.277 2.693 -3.682
H2 1.321 4.052 -2.839
H3 1.570 2.354 -2.017
H4 -0.003 2.944 -4.732
H5 0.282 1.291 -3.961
H6 -0.972 2.401 -1.755
H7 -1.506 3.749 -2.980
H8 -3.141 2.286 -4.030
H9 -3.143 1.691 -2.304
H10 -4.194 0.390 0.283
H11 -3.435 -1.011 1.175
H12 -1.968 1.354 -0.122
H13 -1.121 -0.297 -0.362
H14 -2.192 1.166 2.249
H15 -1.646 -0.576 2.350
H16 0.255 1.767 1.298
H17 0.066 1.347 3.082
H18 0.704 -1.121 1.243
H19 1.233 -0.783 2.968
H20 2.203 1.050 0.650
H21 3.010 0.631 2.311
H22 5.085 -2.409 -0.736
H23 4.720 -1.360 -2.256
H24 3.422 -2.484 -1.514
C13 5.155 -1.805 3.547
O8 3.800 -1.396 3.474
H25 5.377 -2.106 4.571
H26 5.321 -2.654 2.878
H27 5.809 -0.976 3.264
H28 3.627 -1.134 2.556
C14 -0.958 -0.503 -7.033
O9 -1.611 0.687 -6.627
H29 -0.415 -0.307 -7.959
H30 -0.251 -0.820 -6.261
H31 -1.696 -1.289 -7.207
H32 -2.083 0.484 -5.806
C15 -2.842 -2.161 4.700
O10 -2.565 -0.782 4.899
H33 -3.726 -2.253 4.068
H34 -1.994 -2.642 4.206
H35 -3.035 -2.643 5.662
H36 -1.780 -0.727 5.460
C16 1.787 0.283 6.054
O11 0.381 0.168 6.243
H37 2.189 -0.697 5.796
H38 1.993 0.982 5.239
H39 2.256 0.634 6.976
H40 0.051 1.046 6.468

Question: Which of these has the lowest charge?
Answer: C16H40NO11S2

Question: Look up the ΔE to the lowest compared entry with this formula, charge and spin of the second one.
Answer: 3.965 eV

Please write out number 1 again, unchanged.
This record from the Open Molecules 2025 dataset describes a molecular structure, C10H4BrCoNO5 in a non-equilibrium geometry. The level of theory is ωB97M-V/def2-TZVPD.

* molar mass: 356.981 u
* expectation value of S²: 6.0512
* spin multiplicity: 5
* LUMO energy (alpha / beta): -13.13 / -18.92 eV
* ΔE to the lowest compared entry with this formula, charge and spin: 1.332 eV
* charge: +3

Cartesian coordinates (Å):
O1 -0.331 -0.261 2.973
C1 -0.329 -0.364 1.827
Co1 -0.279 -0.548 -0.205
O2 -1.612 -3.134 -0.600
C2 -1.086 -2.114 -0.430
C3 0.174 0.074 -1.731
O3 0.462 0.491 -2.769
C4 1.427 -0.929 0.048
O4 2.546 -1.169 0.235
C5 -1.585 0.641 -0.229
O5 -2.438 1.424 -0.244
Br1 4.356 3.777 -1.032
C6 2.761 3.419 -0.072
C7 2.225 4.342 0.830
C8 1.049 4.015 1.497
C9 0.445 2.766 1.230
N1 0.972 1.912 0.374
C10 2.094 2.185 -0.279
H1 2.735 5.284 0.988
H2 0.569 4.681 2.217
H3 -0.479 2.499 1.744
H4 2.516 1.467 -0.979

Repeat the second record exactly.
This record from the Open Molecules 2025 dataset describes a molecular structure, C16H40NO11S2 in a non-equilibrium geometry. The level of theory is ωB97M-V/def2-TZVPD.

* molar mass: 486.626 u
* LUMO energy: 2.05 eV
* ΔE to the lowest compared entry with this formula, charge and spin: 3.965 eV
* charge: -1

Cartesian coordinates (Å):
C1 1.400 2.932 -2.988
C2 0.075 2.384 -3.746
C3 -1.207 2.653 -2.842
C4 -2.493 1.791 -3.242
O1 -2.061 0.451 -3.593
S1 -3.394 -0.538 -3.866
O2 -4.219 0.148 -4.943
O3 -2.968 -1.859 -4.452
N1 -4.410 -0.660 -2.509
S2 -3.666 -1.490 -1.218
O4 -4.673 -2.513 -0.712
O5 -2.411 -2.241 -1.563
C5 -3.353 -0.369 0.229
C6 -1.889 0.272 0.246
C7 -1.475 0.404 1.805
C8 0.014 0.925 2.017
C9 1.041 -0.302 1.960
C10 2.464 0.231 1.390
O6 3.135 -0.921 0.802
C11 3.885 -0.577 -0.335
C12 4.304 -1.792 -1.295
O7 4.282 0.553 -0.635
H1 2.277 2.693 -3.682
H2 1.321 4.052 -2.839
H3 1.570 2.354 -2.017
H4 -0.003 2.944 -4.732
H5 0.282 1.291 -3.961
H6 -0.972 2.401 -1.755
H7 -1.506 3.749 -2.980
H8 -3.141 2.286 -4.030
H9 -3.143 1.691 -2.304
H10 -4.194 0.390 0.283
H11 -3.435 -1.011 1.175
H12 -1.968 1.354 -0.122
H13 -1.121 -0.297 -0.362
H14 -2.192 1.166 2.249
H15 -1.646 -0.576 2.350
H16 0.255 1.767 1.298
H17 0.066 1.347 3.082
H18 0.704 -1.121 1.243
H19 1.233 -0.783 2.968
H20 2.203 1.050 0.650
H21 3.010 0.631 2.311
H22 5.085 -2.409 -0.736
H23 4.720 -1.360 -2.256
H24 3.422 -2.484 -1.514
C13 5.155 -1.805 3.547
O8 3.800 -1.396 3.474
H25 5.377 -2.106 4.571
H26 5.321 -2.654 2.878
H27 5.809 -0.976 3.264
H28 3.627 -1.134 2.556
C14 -0.958 -0.503 -7.033
O9 -1.611 0.687 -6.627
H29 -0.415 -0.307 -7.959
H30 -0.251 -0.820 -6.261
H31 -1.696 -1.289 -7.207
H32 -2.083 0.484 -5.806
C15 -2.842 -2.161 4.700
O10 -2.565 -0.782 4.899
H33 -3.726 -2.253 4.068
H34 -1.994 -2.642 4.206
H35 -3.035 -2.643 5.662
H36 -1.780 -0.727 5.460
C16 1.787 0.283 6.054
O11 0.381 0.168 6.243
H37 2.189 -0.697 5.796
H38 1.993 0.982 5.239
H39 2.256 0.634 6.976
H40 0.051 1.046 6.468